one.
Below is a cluster of 3 separate species, C3H12NO3 in total, with properties calculated with wB97M-V/def2-TZVPD.

```
! RIJCOSX wB97M-V def2-TZVPD def2/J DEFGRID3
* xyz -1 1
C 0.88898 -1.02441 -1.65859
C -0.44771 -1.38068 -0.94170
C -0.36400 -0.85099 0.48958
O -0.30072 0.50823 0.50847
N 0.85109 0.21005 -2.43561
H 1.21268 -1.89794 -2.23791
H 1.62472 -0.86695 -0.87067
H -1.26597 -0.81813 -1.38950
H -0.53149 -2.47289 -0.90448
H 0.51847 -1.33086 0.99275
H -1.17915 -1.26255 1.12558
H 0.62282 0.93875 -1.76498
H 0.04630 0.17742 -3.05422
H -1.51275 1.07152 3.18333
H -1.34111 1.20826 1.68292
O -1.96214 1.44345 2.42254
H 0.32490 1.85081 1.38160
H 1.83595 2.10336 1.58409
O 0.97915 2.39356 1.88679
*
```

Summary:
E_LUMO = 4.16 eV
HOMO level = -0.142 Ha

***

two.
Below is a structure of composition C3H12NO3, with properties calculated with wB97M-V/def2-TZVPD.

```
! RIJCOSX wB97M-V def2-TZVPD def2/J DEFGRID3
* xyz -1 1
C -0.85599 0.35782 1.90412
N 0.59498 0.35126 2.26188
C 1.57945 0.86572 1.22474
C 1.50308 0.07694 -0.35524
O 0.78842 -1.02350 -0.31260
H -1.53487 0.50471 2.80652
H -1.11584 -0.59239 1.52157
H -1.09464 1.16409 1.24034
H 0.77032 -0.68063 2.57196
H 2.53011 0.88818 1.71042
H 1.34891 1.76263 1.02557
H 2.67175 -0.03969 -0.62203
H 1.21114 0.76810 -1.01289
H -0.81357 -2.04977 -1.89609
H 0.21030 -1.04545 -1.44644
O -0.66293 -1.20028 -2.24042
H -1.45036 1.15566 -1.67188
H -2.06667 -0.17166 -2.04395
O -2.39932 0.73309 -1.77923
*
```

Summary:
E_LUMO = 4.16 eV
HOMO level = -0.139 Ha

***

three.
Below is a cluster of 3 separate species, C3H12NO3 in total, with properties calculated with wB97M-V/def2-TZVPD.

```
! RIJCOSX wB97M-V def2-TZVPD def2/J DEFGRID3
* xyz -1 1
C 0.26844 1.55769 0.62542
N 0.50988 0.84737 -0.65151
C 1.64562 -0.14274 -0.49339
O 1.26141 -1.34925 -0.04931
C -1.16857 2.05110 0.72185
H 0.93343 2.42944 0.59157
H 0.57962 0.97040 1.49676
H -0.34007 0.31028 -0.79264
H 2.09314 -0.15182 -1.49671
H 2.34176 0.36158 0.20358
H -1.19595 3.10513 1.01118
H -1.65085 2.04194 -0.24459
H -1.78271 1.45648 1.37275
H -0.66645 -1.65570 1.03858
H -1.35372 -2.29537 -0.08727
O -1.46611 -2.18162 0.86701
H 0.65005 -2.43923 -0.93393
H -0.60704 -2.06157 -1.58549
O -0.05186 -2.85409 -1.59387
*
```

Summary:
E_LUMO = 3.93 eV
HOMO level = -0.142 Ha

***

Which structure above is the least stable one? two is the least stable one.